Record 1
Entry from the OMol25 dataset: a structure of composition C25H31Cl2NO4Pb at a distorted geometry (ωB97M-V/def2-TZVPD).

Positions of all 64 atoms, in Å:
Pb1 -0.36 -0.11 -0.88
Cl1 -0.13 -2.74 -1.14
Cl2 -2.22 -0.02 -2.72
O1 1.79 0.10 -0.60
O2 -0.89 2.08 0.00
O3 -0.37 -0.64 1.47
O4 1.72 -1.20 2.16
N1 -1.59 1.36 2.71
C1 1.32 -0.06 4.66
C2 4.54 0.51 -2.23
C3 -3.18 1.24 0.98
C4 2.50 2.76 -3.20
C5 1.45 -0.73 -3.92
C6 3.22 -2.29 -2.88
C7 0.14 1.37 -4.68
C8 -3.76 -1.46 1.59
C9 1.40 0.83 5.73
C10 0.61 -1.79 -4.52
C11 -2.57 0.60 2.08
C12 0.49 1.90 5.73
C13 -2.99 -0.69 2.49
C14 2.66 -0.96 -3.20
C15 -0.46 2.02 4.73
C16 3.23 0.30 -2.88
C17 -3.93 0.47 0.11
C18 -4.07 -2.90 1.82
C19 1.24 0.68 -3.99
C20 -4.25 -0.85 0.44
C21 0.60 -0.67 2.33
C22 2.34 1.31 -3.36
C23 -0.61 1.10 3.68
C24 0.38 0.09 3.63
C25 -2.68 -1.17 3.85
H1 2.42 -2.97 -2.54
H2 5.33 0.52 -2.99
H3 -3.20 -3.55 1.65
H4 2.13 0.71 6.53
H5 -1.71 -1.66 3.89
H6 1.85 -0.53 0.11
H7 1.98 -0.94 4.62
H8 -1.20 2.81 4.74
H9 -4.92 -1.39 -0.24
H10 -0.79 0.80 -4.65
H11 1.09 -2.18 -5.44
H12 4.78 -0.30 -1.53
H13 -1.43 2.26 2.24
H14 -4.43 -3.06 2.85
H15 3.13 3.01 -2.35
H16 -4.18 0.89 -0.86
H17 1.53 3.25 -3.11
H18 4.57 1.47 -1.72
H19 -0.36 -1.37 -4.80
H20 0.46 -2.61 -3.80
H21 3.99 -2.21 -2.10
H22 -4.85 -3.25 1.13
H23 -3.42 -1.89 4.19
H24 -3.02 2.30 0.79
H25 -0.26 2.81 0.13
H26 3.71 -2.75 -3.76
H27 2.98 3.19 -4.09
H28 0.39 1.56 -5.73
H29 -0.05 2.34 -4.23
H30 -2.66 -0.34 4.56
H31 0.55 2.65 6.51

Values from the calculation:
- Net charge: -2
- Gap between HOMO and LUMO (spin up / spin down): 6.1 / 5.6 eV
- HOMO energy (spin up / spin down): -1.67 / -1.18 eV
- Energy relative to the best compared isomer or geometry (same formula, charge and spin): 0.0 kJ/mol
- Electronic energy: -2440.22469 Ha

---

Record 2
Entry from the OMol25 dataset: a structure of composition C25H31Cl2NO4Sn at a distorted geometry (ωB97M-V/def2-TZVPD).

Positions of all 64 atoms, in Å:
Sn1 -0.06 0.12 0.18
Cl1 0.00 2.46 -0.15
Cl2 1.08 0.29 2.14
O1 -1.65 1.02 1.45
O2 1.35 -2.00 4.53
O3 -1.54 -0.31 3.25
O4 -1.07 -1.43 0.98
N1 -3.01 3.51 1.77
C1 1.66 -1.57 -0.47
C2 -2.87 3.56 -0.60
C3 0.77 -0.38 -2.28
C4 -5.44 0.16 -1.13
C5 1.83 0.41 -1.70
C6 -1.81 0.67 2.60
C7 -3.02 3.04 3.09
C8 0.66 -1.60 -1.54
C9 -0.23 -2.75 -1.86
C10 1.93 -2.65 0.51
C11 -2.71 1.37 4.85
C12 -3.50 3.91 4.09
C13 -3.62 3.53 5.43
C14 -4.52 1.34 -0.89
C15 3.51 0.14 0.23
C16 2.30 1.72 -2.20
C17 -4.26 1.83 0.41
C18 2.36 -0.31 -0.58
C19 0.04 -0.02 -3.52
C20 -2.58 1.74 3.51
C21 -5.00 1.18 1.54
C22 -3.23 2.25 5.82
C23 -3.96 1.94 -2.01
C24 -3.38 2.94 0.57
C25 -3.14 3.06 -1.87
H1 3.44 1.20 0.48
H2 -6.45 0.37 -0.77
H3 -1.20 -2.40 -2.26
H4 -1.96 -1.42 0.55
H5 0.26 -3.37 -2.63
H6 -5.53 -0.08 -2.19
H7 -4.01 4.23 6.18
H8 -2.76 4.51 1.72
H9 -4.17 1.57 -3.02
H10 2.70 -3.31 0.07
H11 -2.22 4.43 -0.52
H12 -3.82 4.92 3.82
H13 1.03 -3.24 0.71
H14 2.30 -2.24 1.46
H15 -6.08 1.19 1.35
H16 -4.69 0.12 1.65
H17 -3.31 1.94 6.86
H18 -0.41 -3.37 -0.97
H19 -0.85 -0.65 -3.65
H20 2.71 2.33 -1.39
H21 3.10 1.54 -2.94
H22 -4.89 1.66 2.52
H23 1.50 2.28 -2.69
H24 0.92 -2.81 4.91
H25 -2.39 0.39 5.22
H26 3.58 -0.44 1.16
H27 -5.07 -0.73 -0.63
H28 0.72 -0.18 -4.38
H29 -0.27 1.03 -3.52
H30 -2.72 3.55 -2.75
H31 4.42 -0.02 -0.36

Values from the calculation:
- Net charge: -2
- Gap between HOMO and LUMO: 3.8 eV
- HOMO energy: 0.62 eV
- Energy relative to the best compared isomer or geometry (same formula, charge and spin): 250.0 kJ/mol
- Electronic energy: -2461.60007 Ha

---

Record 3
Entry from the OMol25 dataset: a structure of composition C25H31Cl63FInOP at a distorted geometry (ωB97M-V/def2-TZVPD).

Positions of all 123 atoms, in Å:
In1 -1.90 -2.89 -1.24
Cl1 8.15 3.66 -1.41
Cl2 6.29 7.10 -8.26
Cl3 -1.84 -9.63 -4.24
Cl4 7.25 -1.77 0.29
Cl5 -2.48 -11.44 -7.07
Cl6 1.41 -1.27 -9.70
Cl7 -4.24 3.82 1.87
Cl8 -3.19 -2.27 5.32
Cl9 3.93 -1.85 -1.39
Cl10 8.89 5.98 -8.89
Cl11 -0.63 -11.50 -9.30
Cl12 3.31 -6.77 2.77
Cl13 3.25 3.05 -2.37
Cl14 -2.33 1.26 2.83
Cl15 -8.55 9.62 9.02
Cl16 2.72 -6.51 -3.64
Cl17 4.30 -4.15 2.00
Cl18 4.27 7.73 1.00
Cl19 3.14 1.69 -7.10
Cl20 10.08 -1.68 0.93
Cl21 -4.93 -0.94 3.44
Cl22 3.78 -2.86 -10.36
Cl23 -11.22 8.47 8.96
Cl24 5.35 2.38 -8.85
Cl25 4.93 -4.22 -2.75
Cl26 7.37 4.95 -6.64
Cl27 6.88 1.05 -1.82
Cl28 -0.42 -9.40 -7.31
Cl29 1.03 -4.26 -2.88
Cl30 -0.20 -9.07 -1.91
Cl31 -8.64 2.74 6.79
Cl32 5.19 5.21 -2.26
Cl33 -0.01 -10.46 1.56
Cl34 -5.34 9.71 2.82
Cl35 -4.20 0.40 5.91
Cl36 -4.27 4.63 10.09
Cl37 0.38 0.98 3.81
Cl38 -4.14 7.14 11.55
Cl39 2.78 7.33 -1.45
Cl40 2.31 -4.39 4.10
Cl41 -1.15 3.92 5.09
Cl42 9.20 -2.77 -1.61
Cl43 -5.64 2.25 3.87
Cl44 -2.48 3.31 7.60
Cl45 8.46 1.57 0.57
Cl46 -1.72 5.95 10.48
Cl47 -7.86 5.32 7.89
Cl48 -1.17 -1.38 3.16
Cl49 -1.31 -13.03 1.99
Cl50 1.06 -5.17 -5.65
Cl51 -0.48 -7.08 -4.00
Cl52 -8.00 8.54 2.76
Cl53 -6.58 9.06 0.28
Cl54 5.25 3.34 -4.46
Cl55 -5.83 3.38 7.14
Cl56 5.94 -1.57 -3.47
Cl57 -2.40 -11.16 0.05
Cl58 1.15 -3.72 -11.24
Cl59 -9.78 8.93 6.48
Cl60 3.99 9.91 -0.91
Cl61 4.47 -0.37 -8.66
Cl62 -3.61 5.30 5.82
Cl63 -6.80 4.73 2.91
P1 0.54 -2.07 -1.08
F1 -5.33 -3.06 0.38
O1 -5.09 -0.96 0.04
C1 0.61 -0.35 -0.34
C2 5.33 -2.60 -2.16
C3 2.17 -2.32 -10.89
C4 8.88 -1.57 -0.36
C5 4.21 4.19 -3.31
C6 -6.42 8.60 1.97
C7 1.30 -3.27 0.21
C8 7.27 5.64 -8.26
C9 -9.63 8.50 8.19
C10 -1.52 -10.46 -8.19
C11 -5.82 3.32 2.48
C12 -1.23 0.26 3.78
C13 -7.43 4.03 6.76
C14 3.71 -5.15 3.33
C15 -1.28 -8.38 -3.12
C16 -4.55 -1.16 5.14
C17 -3.30 5.63 11.18
C18 7.38 2.27 -0.64
C19 3.22 8.49 -0.20
C20 -0.92 -11.78 0.80
C21 4.67 1.14 -7.78
C22 -3.06 -2.02 0.49
C23 -4.54 -1.94 0.28
C24 -2.71 3.78 5.91
C25 2.01 -4.96 -4.16
H1 -2.84 -2.64 1.38
H2 8.95 -0.59 -0.80
H3 -7.39 4.44 5.76
H4 -1.60 0.23 4.80
H5 6.80 4.91 -8.91
H6 5.36 0.98 -6.96
H7 -1.78 -4.69 -1.14
H8 -6.33 2.78 1.69
H9 -2.20 -9.84 -8.77
H10 6.11 -2.69 -1.41
H11 0.08 -0.23 0.63
H12 -9.21 7.51 8.25
H13 4.50 -5.22 4.07
H14 -5.98 7.61 2.01
H15 1.60 -4.16 -0.36
H16 2.83 -4.28 -4.37
H17 3.53 4.82 -3.87
H18 -2.55 -2.50 -2.85
H19 6.49 2.63 -0.14
H20 -2.14 -7.97 -2.61
H21 -3.16 5.09 12.10
H22 0.22 0.43 -1.01
H23 2.31 8.80 0.30
H24 2.10 -2.80 0.78
H25 0.47 -3.56 0.87
H26 2.30 -1.76 -11.81
H27 1.67 -0.09 -0.12
H28 -3.29 3.01 5.42
H29 -5.41 -1.60 5.64
H30 -2.72 -0.99 0.64
H31 -0.31 -12.22 0.03

Values from the calculation:
- Net charge: -1
- Gap between HOMO and LUMO: 5.3 eV
- HOMO energy: -4.01 eV
- Electronic energy: -30669.76571 Ha

---

Record 4
Entry from the OMol25 dataset: a structure of composition C25H31ClCsI2N4O5S2 at a distorted geometry (ωB97M-V/def2-TZVPD).

Positions of all 71 atoms, in Å:
Cs1 2.03 -0.03 0.65
I1 2.70 -5.27 -2.71
I2 2.73 -1.70 -2.75
Cl1 5.85 -0.96 4.65
S1 -3.18 0.03 -1.38
S2 -0.90 -1.47 -2.47
O1 4.68 0.26 1.11
O2 -0.34 0.96 0.82
O3 3.50 -0.55 2.84
O4 3.15 -6.35 0.90
O5 3.22 -5.19 0.64
N1 0.17 -2.38 0.82
N2 -1.13 -4.17 1.92
N3 0.44 1.27 -2.21
N4 -0.88 1.21 -1.85
C1 1.07 4.16 -0.19
C2 0.68 4.98 0.86
C3 -5.22 4.54 -3.21
C4 -3.38 1.66 -0.61
C5 -3.87 4.23 -3.35
C6 -3.27 3.31 -2.50
C7 -1.15 -1.84 1.13
C8 0.88 -2.78 2.02
C9 -5.36 3.00 -1.38
C10 -0.60 -4.69 0.61
C11 2.55 2.35 -2.04
C12 -0.07 2.21 0.76
C13 0.07 -3.50 -0.11
C14 -0.11 4.41 1.86
C15 0.01 -3.77 2.82
C16 -0.46 3.09 1.81
C17 0.71 2.82 -0.30
C18 -5.96 3.92 -2.22
C19 5.85 -0.07 3.09
C20 1.15 2.09 -1.52
C21 3.86 -3.48 -2.85
C22 -1.47 0.08 -1.95
C23 -4.02 2.67 -1.51
C24 4.54 -0.14 2.28
C25 -2.03 -3.00 1.65
H1 2.62 3.38 -2.39
H2 6.66 -0.46 2.49
H3 0.10 -5.50 0.85
H4 -3.28 4.71 -4.12
H5 3.33 2.19 -1.30
H6 1.12 -1.91 2.63
H7 -1.06 2.64 2.60
H8 -0.44 -3.33 3.71
H9 6.05 0.98 3.32
H10 -1.66 -4.91 2.37
H11 1.67 4.60 -0.98
H12 -2.23 3.05 -2.61
H13 -5.95 2.52 -0.60
H14 4.57 -3.51 -2.04
H15 -2.38 1.97 -0.30
H16 1.07 -3.78 -0.45
H17 1.83 -3.23 1.72
H18 0.96 6.02 0.89
H19 4.36 -3.53 -3.81
H20 0.54 -4.68 3.10
H21 -2.76 -3.33 0.91
H22 -3.99 1.51 0.28
H23 -1.45 -5.10 0.06
H24 -0.45 5.02 2.70
H25 -1.04 -1.04 1.86
H26 -1.58 -1.40 0.23
H27 -0.51 -3.16 -0.97
H28 -5.68 5.27 -3.87
H29 2.72 1.70 -2.90
H30 -7.01 4.16 -2.10
H31 -2.55 -2.76 2.59

Values from the calculation:
- Net charge: -1
- Gap between HOMO and LUMO (spin up / spin down): 4.0 / 4.0 eV
- HOMO energy (spin up / spin down): -3.92 / -3.92 eV
- Energy relative to the best compared isomer or geometry (same formula, charge and spin): 112.2 kJ/mol
- Electronic energy: -3438.42450 Ha

---

Record 5
Entry from the OMol25 dataset: the molecule C25H31ClN4O4 (ωB97M-V/def2-TZVPD).

Positions of all 65 atoms, in Å:
Cl1 7.35 -0.99 -0.49
O1 -3.64 -2.19 1.73
O2 -0.34 1.04 -2.04
O3 -3.29 2.75 0.44
O4 0.86 -2.05 1.07
N1 -0.73 -1.62 -0.47
N2 -3.03 1.36 -1.35
N3 -3.83 -0.70 -1.90
N4 0.96 0.86 -0.23
C1 -4.68 -1.70 -1.77
C2 3.67 0.41 -1.06
C3 2.22 2.39 1.35
C4 2.86 -0.64 -0.62
C5 0.18 1.25 2.15
C6 1.36 -0.47 -0.72
C7 -4.96 0.44 -0.12
C8 5.05 0.31 -1.02
C9 -2.40 -1.65 1.34
C10 -5.83 -0.62 0.00
C11 -3.54 -3.43 2.39
C12 0.47 2.50 2.99
C13 -0.30 2.95 -0.62
C14 -5.70 -1.72 -0.84
C15 -1.74 -2.42 0.18
C16 4.84 -1.91 -0.12
C17 0.50 -1.48 0.06
C18 -3.96 0.36 -1.10
C19 3.46 -1.80 -0.16
C20 5.63 -0.85 -0.54
C21 -1.66 3.33 -1.22
C22 0.09 1.54 -1.01
C23 1.36 1.14 1.14
C24 1.96 2.76 2.81
C25 -2.75 2.47 -0.61
H1 -0.78 1.30 1.65
H2 1.91 3.21 0.70
H3 -2.83 -3.39 3.22
H4 -6.36 -2.57 -0.76
H5 -2.41 1.14 -2.12
H6 2.86 -2.63 0.18
H7 -1.25 -3.32 0.56
H8 2.53 2.09 3.46
H9 0.46 3.62 -1.02
H10 -1.63 3.20 -2.30
H11 2.24 3.78 3.04
H12 -1.01 -1.03 -1.25
H13 5.66 1.13 -1.36
H14 -0.10 3.35 2.62
H15 0.20 2.36 4.03
H16 -2.50 -2.68 -0.55
H17 -6.61 -0.60 0.75
H18 -4.52 -2.53 -2.45
H19 5.31 -2.82 0.24
H20 -0.34 3.08 0.46
H21 -2.63 -0.63 1.02
H22 3.21 1.31 -1.44
H23 -3.25 -4.24 1.71
H24 3.27 2.18 1.15
H25 1.96 0.28 1.44
H26 -1.88 4.37 -0.98
H27 1.08 -0.51 -1.78
H28 -4.54 -3.65 2.78
H29 -5.03 1.31 0.51
H30 0.17 0.36 2.78
H31 -1.71 -1.61 2.19

Values from the calculation:
- Gap between HOMO and LUMO: 9.4 eV
- SMILES: COCCNC(=O)[C@H](c1ccc(Cl)cc1)N(C(=O)CCC(=O)Nc1ccccn1)C1CCCC1
- HOMO energy: -8.80 eV
- Energy relative to the best compared isomer or geometry (same formula, charge and spin): 0.0 kJ/mol
- Electronic energy: -1951.50132 Ha

---

Record 6
Entry from the OMol25 dataset: a structure of composition C25H31F4MnN2O3PS2SiTe (ωB97M-V/def2-TZVPD).

Positions of all 71 atoms, in Å:
Te1 1.78 3.35 -0.29
Mn1 -0.95 -0.20 -0.68
S1 -2.86 0.76 -1.59
S2 -1.87 -1.62 0.95
P1 1.04 2.05 -2.09
Si1 -0.58 -3.08 3.91
F1 3.54 -4.58 -0.79
F2 -4.50 4.91 -0.73
F3 -4.54 3.13 -1.95
F4 -5.66 3.20 -0.10
O1 0.09 2.83 -3.10
O2 2.24 1.49 -2.97
O3 0.28 0.76 -1.78
N1 0.48 -0.74 0.64
N2 -1.56 1.51 0.48
C1 2.56 -2.79 -1.96
C2 -1.04 -1.70 -2.14
C3 -0.07 4.26 -3.19
C4 -3.32 3.05 0.08
C5 2.43 -0.93 1.93
C6 -1.19 2.17 1.56
C7 -0.22 -1.46 1.52
C8 -2.93 3.74 1.22
C9 -1.86 3.30 1.99
C10 0.15 -2.52 -1.87
C11 1.77 -0.46 0.82
C12 -2.61 1.89 -0.27
C13 -1.36 4.67 -2.53
C14 1.20 -4.37 -0.71
C15 0.60 -3.54 5.28
C16 -4.50 3.56 -0.69
C17 1.41 -2.10 -2.31
C18 2.43 -3.91 -1.15
C19 -2.02 -2.14 4.62
C20 3.22 2.37 -3.55
C21 0.06 -3.67 -1.08
C22 1.71 -1.69 2.85
C23 4.48 1.57 -3.80
C24 -1.15 -4.61 3.02
C25 0.36 -1.99 2.69
H1 0.99 -2.65 5.78
H2 2.81 2.77 -4.48
H3 -0.07 4.49 -4.26
H4 0.79 4.75 -2.73
H5 -1.66 -5.29 3.69
H6 -2.00 -2.19 -2.03
H7 2.25 0.14 0.05
H8 -1.31 4.48 -1.46
H9 -0.97 -1.08 -3.03
H10 3.48 -0.71 2.08
H11 5.24 2.21 -4.25
H12 0.09 -4.14 6.02
H13 -2.71 -1.79 3.84
H14 -1.54 3.84 2.87
H15 -0.29 -5.14 2.59
H16 1.49 -1.20 -2.91
H17 3.41 3.20 -2.86
H18 -1.83 -4.36 2.20
H19 4.87 1.18 -2.86
H20 -1.67 -1.27 5.18
H21 -0.32 1.79 2.08
H22 1.45 -4.12 4.92
H23 -3.47 4.63 1.50
H24 3.54 -2.47 -2.29
H25 2.23 -2.07 3.73
H26 -2.20 4.11 -2.95
H27 4.28 0.73 -4.47
H28 -1.54 5.73 -2.68
H29 -2.58 -2.78 5.30
H30 -0.90 -4.00 -0.73
H31 1.15 -5.26 -0.10

Values from the calculation:
- Gap between HOMO and LUMO (spin up / spin down): 6.1 / 7.1 eV
- HOMO energy (spin up / spin down): -7.54 / -7.53 eV
- 2S+1: 4
- Electronic energy: -4552.39505 Ha